Entry 1:
Below is an isolated molecule of C23H27N3O5S in a non-equilibrium geometry, with properties calculated with ωB97M-V/def2-TZVPD.

Summary:
SMILES: COCCn1c(-c2ccc(OC)cc2)cnc1SCC(=O)Nc1ccc(OC)cc1OC
DFT total energy (eV): -49813.19617
Gap between HOMO and LUMO (eV): 6.56
Largest force on an atom (eV/A): 18.32

Each line ends with the Mulliken charge.
CARTESIAN COORDINATES (ANGSTROEM)
1 S 2.39897 -0.54752 -3.68805  -0.25
2 O -0.45612 -1.05945 3.46535  -0.45
3 O -4.29138 1.61416 2.47011  -0.40
4 O 3.27793 -0.59860 0.65152  -0.37
5 O 2.03438 3.22747 -1.13476  -0.35
6 O 0.97738 -3.97828 -2.16356  -0.77
7 N -0.28726 -1.33048 -3.66730  -0.68
8 N 2.15546 -2.28810 -1.20204  0.16
9 N 0.46779 0.28074 -2.05784  0.97
10 C 2.22868 -1.04119 1.18343  0.34
11 C -1.88050 -1.41689 3.95633  -0.66
12 C 0.13028 -1.55369 2.53813  0.52
13 C 1.20750 -0.83833 2.04518  -0.06
14 C -0.37473 -2.27909 1.50173  -0.39
15 C 1.51150 -2.08512 0.15201  -0.13
16 C 2.46773 4.55797 -1.78608  -1.01
17 C -3.62339 0.06350 0.75889  -1.08
18 C 3.95742 0.34701 1.48092  -0.85
19 C 2.51560 -2.69601 -3.39113  -0.85
20 C -0.96972 -0.03856 -1.80186  -0.67
21 C 0.29620 -2.55916 0.32165  -0.61
22 C -3.40547 1.15508 1.46061  0.98
23 C 1.36210 2.45239 -2.06822  -0.36
24 C -2.58242 2.07418 0.73223  -0.78
25 C -1.29992 -1.05432 -2.87342  -0.74
26 C -5.06603 0.88612 3.05104  -0.86
27 C -1.55378 1.76820 -0.18250  -0.42
28 C -1.67151 0.21919 -0.66755  1.53
29 C 1.12330 1.21475 -1.47042  -1.43
30 C 1.85142 -2.91395 -2.12064  0.69
31 C 0.93073 -0.40537 -3.09203  0.67
32 C -2.65993 -0.60601 -0.25003  0.11
33 H -1.73866 -2.44754 4.10855  0.48
34 H 2.95356 -1.68219 -1.20280  0.26
35 H 4.04121 0.22513 2.59089  0.37
36 H 3.01813 5.02999 -1.08824  0.27
37 H -0.13492 -3.45074 -0.28930  0.27
38 H -2.88323 -1.71462 -0.62395  0.26
39 H -2.29507 -1.45462 -2.91473  0.56
40 H 3.21937 1.35650 1.43901  0.28
41 H -2.14621 -0.82451 4.86047  0.24
42 H 2.26472 0.76985 -1.14737  0.01
43 H -4.76312 -0.01899 3.36641  0.33
44 H -5.46347 1.45194 3.78775  0.35
45 H 4.99951 0.72941 1.06194  0.26
46 H 0.40251 2.88472 -2.39921  0.41
47 H 2.93144 4.40715 -2.68644  0.43
48 H 0.84530 1.40076 -0.19579  0.20
49 H -2.55811 -1.41363 3.07342  0.09
50 H 2.07335 2.22989 -2.82470  0.63
51 H -4.05658 -0.77734 1.36842  0.24
52 H -1.02928 2.60862 -0.64296  0.16
53 H -5.85370 0.48724 2.30567  0.31
54 H 1.86888 -3.06954 -4.22887  0.41
55 H 1.74242 0.08324 2.77776  -0.06
56 H -1.19598 -2.89486 1.70556  0.55
57 H 1.62559 5.05738 -2.15943  0.40
58 H -2.37765 3.17843 1.23015  0.14
59 H 3.73781 -2.72231 -3.42389  0.33

=====

Entry 2:
Below is a structure of composition C23H27N6O4Ru, with properties calculated with ωB97M-V/def2-TZVPD.

Summary:
DFT total energy (eV): -43988.59286
Total charge: +2
2S+1: 6
Gap between HOMO and LUMO (alpha / beta) (eV): 8.99 / 6.76
Largest force on an atom (eV/A): 0.12

Each line ends with the Mulliken spin population.
CARTESIAN COORDINATES (ANGSTROEM)
1 Ru -0.33069 -0.31609 -0.07761  4.04
2 O -0.76910 1.39085 -1.36870  0.13
3 O -0.39711 1.60902 1.69440  0.25
4 O -2.13346 0.42278 2.51330  0.04
5 O 1.04887 2.70751 -1.43057  0.01
6 N 1.87078 -0.00997 -1.04554  0.10
7 N 0.78391 -2.53643 -3.47705  0.01
8 N -0.22064 -1.77607 -1.67115  0.08
9 N 1.19927 -1.21052 1.33341  0.06
10 N -0.19966 4.92052 -1.88221  0.00
11 N 3.26652 -1.60206 1.99781  0.01
12 C -2.25868 1.33559 3.64690  0.02
13 C 2.44934 -2.00110 3.05159  0.00
14 C -0.27448 -3.41120 -3.23315  0.01
15 C 1.70136 -0.42053 -2.44524  0.00
16 C 2.47259 -1.14901 1.01375  0.06
17 C 0.05895 -2.05865 3.43702  0.02
18 C 0.76757 -1.59034 -2.52794  0.07
19 C -0.89940 -2.92399 -2.08822  0.04
20 C -0.71203 -4.55152 -3.89525  0.00
21 C 2.94979 -0.70124 -0.32960  -0.01
22 C -1.17649 0.67722 1.66835  0.07
23 C 1.65118 -2.83027 5.10278  0.00
24 C -1.08577 3.70849 -1.69193  0.01
25 C -1.96196 5.56819 -0.43011  0.00
26 C -0.53212 5.92190 -0.80022  0.00
27 C 1.14661 -1.75553 2.62196  -0.02
28 C -0.16912 2.50391 -1.48232  0.04
29 C 2.73498 -2.53973 4.29988  0.00
30 C 0.33384 -2.59700 4.67746  0.00
31 C -2.00780 -3.56980 -1.54937  -0.05
32 C -1.94760 4.04030 -0.46510  0.00
33 C -2.45094 -4.70176 -2.20046  0.00
34 C -1.81272 -5.18447 -3.35490  0.00
35 H 3.83517 -0.06859 -0.23641  0.00
36 H 1.25431 0.41627 -2.98478  0.00
37 H -2.50246 -3.19878 -0.66099  0.00
38 H -0.48251 -2.85274 5.33872  0.00
39 H -1.34081 1.31223 4.22941  0.00
40 H 1.96727 1.00549 -1.01200  -0.01
41 H 1.44117 -2.59806 -4.23827  0.00
42 H 4.27264 -1.64437 1.97653  0.00
43 H -2.19521 -6.07573 -3.83246  0.00
44 H 1.82001 -3.25444 6.08277  0.00
45 H 0.76463 4.55391 -1.80546  0.00
46 H -0.37855 6.92830 -1.17913  0.00
47 H -2.44973 2.34196 3.28343  0.00
48 H -0.22289 -4.92522 -4.78417  0.00
49 H 0.15308 5.73768 0.02520  0.00
50 H -2.23389 5.96912 0.54345  0.00
51 H -1.68806 3.57048 -2.58773  0.00
52 H -1.47294 3.64421 0.43504  0.01
53 H -0.95823 -1.88925 3.11011  0.01
54 H 2.65412 -0.65211 -2.92866  0.00
55 H -3.31084 -5.23304 -1.81703  0.00
56 H 3.74824 -2.72851 4.62687  0.00
57 H -3.09787 0.96327 4.22163  0.00
58 H -2.93682 3.59864 -0.55116  0.00
59 H -0.32240 5.32890 -2.80593  0.00
60 H -2.66016 5.97046 -1.16668  0.00
61 H 3.24690 -1.58905 -0.89428  0.00

=====

Energy above the lowest of the compared OMol25 structures with the same formula, charge and spin, record by record: 2129.5, 0.0 kJ/mol